{
  "formula": "C7H9PS2",
  "method": "ωB97M-V/def2-TZVPD",
  "max_force_ev_per_a": 3.727,
  "relative_energy_kj_mol": 40.74,
  "homo_lumo_gap_ev": 8.63,
  "smiles": "C[P@](=S)(S)c1ccccc1",
  "elements": ["C", "P", "S", "S", "C", "C", "C", "C", "C", "C", "H", "H", "H", "H", "H", "H", "H", "H", "H"],
  "coordinates": [[-1.71745, 0.42133, 2.02910], [0.11081, 0.42532, 1.61170], [1.16377, -0.60102, 2.95250], [0.49224, 2.52306, 1.77853], [0.29052, -0.11145, -0.07595], [-0.22347, 0.64122, -1.16711], [-0.00894, 0.19469, -2.42879], [0.64538, -0.96600, -2.71316], [1.31262, -1.58862, -1.60728], [1.05588, -1.19372, -0.30338], [-1.76455, -0.00008, 2.94308], [-2.16856, 1.44993, 2.05411], [-2.30198, -0.22152, 1.34690], [-0.17395, 2.23184, 2.92129], [-0.53005, 1.68068, -1.00444], [-0.66010, 0.66826, -3.18775], [0.96087, -1.23542, -3.76699], [2.09334, -2.39377, -1.77027], [1.42364, -1.92471, 0.38791]],
  "atomic_forces_ev_per_a": [[0.02, 1.65, -3.34], [-0.44, -0.29, 1.77], [-0.72, 0.51, -0.96], [-0.28, -0.72, -0.01], [-0.84, 2.32, -0.24], [1.22, 0.49, 2.29], [-2.80, 0.53, -1.82], [3.34, -1.43, 0.33], [0.25, -0.53, -2.21], [0.73, -2.37, -1.54], [-0.20, -1.33, 3.24], [0.54, -1.00, -0.19], [0.40, 0.35, 0.09], [0.31, 0.79, 0.02], [-0.59, -0.61, 0.02], [1.07, 0.07, 0.02], [-0.89, 0.15, 1.39], [-1.34, 0.87, 0.08], [0.21, 0.57, 1.09]]
}